1.
Computed, not measured: 2 unconnected molecules or ions with the total composition C6H18N3 in a non-equilibrium geometry, with the ωB97M-V functional and the def2-TZVPD basis.

CARTESIAN COORDINATES (ANGSTROEM)
C  0.6243  -1.8594  1.4455
C  -0.1527  -3.1694  1.3190
C  1.6106  -1.9545  0.2782
H  1.2434  -1.7129  2.4445
H  -0.1421  -0.9769  1.5845
H  -0.5014  -3.4664  2.3032
H  -0.9351  -3.0747  0.6236
H  1.0579  -2.5048  -0.4971
H  2.3911  -2.8565  0.6080
H  0.4459  -4.0652  1.1234
H  2.1286  -1.1059  -0.0675
C  0.7852  1.6036  0.4480
C  1.7941  2.1733  -0.4302
C  -1.2429  0.9544  -0.8545
N  -0.6030  1.6768  0.1499
N  -0.9337  1.1917  -2.1049
N  -2.2513  -0.0411  -0.4185
H  1.0620  0.4528  0.4678
H  0.8696  1.8452  1.5768
H  1.2935  3.0740  -0.8912
H  2.1193  1.5567  -1.2918
H  -1.2908  2.1177  0.8074
H  -0.0129  1.7086  -2.1592
H  -1.3668  1.0849  -3.0077
H  -2.0420  -0.4850  0.5046
H  -2.9215  -0.2537  -1.0109
H  2.6056  2.3825  0.2596

Atomic forces in eV per Å
0.64 0.95 2.05
0.92 -0.51 2.78
0.57 -3.63 1.04
-1.31 -0.74 -1.81
1.41 -1.32 -0.99
-0.91 0.24 0.15
-1.07 -0.08 -0.89
0.36 0.76 -0.47
-1.64 2.68 -0.77
0.32 0.50 -0.67
0.72 0.93 -0.41
0.72 -4.72 3.36
-0.31 2.18 -1.65
-2.94 -2.43 2.68
-3.10 -0.28 -0.77
2.72 1.34 -0.02
7.49 4.92 2.66
-0.75 2.09 0.32
0.05 0.17 -2.03
1.27 -0.14 0.54
-0.08 -0.02 0.73
1.23 -1.04 -0.67
-1.74 -0.27 -0.14
-0.49 -1.02 0.29
-0.72 0.74 -1.41
-3.91 -1.81 -3.15
0.56 0.51 -0.74

Calculated values
spin multiplicity	1
F_max	9.35	eV/Å
Kohn-Sham gap	0.366	Eh
E_HOMO	-13.930	eV
energy above the lowest of the compared OMol25 structures with the same formula, charge and spin	87.63	kcal per mole
energy	-403.3410	hartree
charge	+1


2.
Computed, not measured: a molecular structure, C2H6I2NP in a non-equilibrium geometry, with the ωB97M-V functional and the def2-TZVPD basis.

CARTESIAN COORDINATES (ANGSTROEM)
C  -0.4951  -1.1406  -1.0765
C  0.1870  -0.9864  0.2488
N  1.1822  -0.0417  0.3574
P  0.1632  2.4746  0.2372
I  -1.9770  2.1077  1.3166
I  1.4670  3.2456  2.1468
H  -1.4706  -1.7069  -0.9089
H  -0.7535  -0.1317  -1.3338
H  0.1656  -1.4424  -1.8875
H  -0.4317  -0.8088  1.1386
H  0.6327  -1.8891  0.3788
H  1.3301  0.3197  -0.6174

Atomic forces in eV per Å
-1.99 0.52 0.55
-1.90 1.01 0.17
1.00 4.30 -1.67
0.65 -1.91 0.73
0.13 -0.17 -0.20
-0.04 -0.10 -0.32
1.43 0.37 -0.85
-0.73 0.73 -0.49
-0.11 -0.72 0.22
-0.74 -0.46 -0.27
1.68 -3.07 1.24
0.60 -0.49 0.88

Calculated values
spin multiplicity	1
F_max	4.72	eV/Å
Kohn-Sham gap	0.247	Eh
E_HOMO	-8.230	eV
energy above the lowest of the compared OMol25 structures with the same formula, charge and spin	65.98	kcal per mole
energy	-1071.2125	hartree